1.
Formula: C2H2ClFO2
Source: OMol25
Level of theory: the ωB97M-V functional and the def2-TZVPD basis

Bonds (Å) are listed after each position.
CARTESIAN COORDINATES (ANGSTROEM)
1 C 0.521 -1.332 1.146  O3 1.171, Cl6 1.740
2 C -0.420 0.886 -0.431  O4 1.341, F5 1.357, H7 1.158
3 O 0.685 -2.337 0.568  C1 1.171
4 O -1.119 0.331 -1.433  C2 1.341, H8 0.945
5 F 0.756 1.513 -0.689  C2 1.357
6 Cl 1.302 -0.935 2.649  C1 1.740
7 H -0.925 1.367 0.495  C2 1.158
8 H -0.800 0.507 -2.304  O4 0.945

lowest unoccupied orbital energy (alpha / beta): 0.5 / -1.0 eV
E_HOMO (alpha / beta): -0.3270 / -0.2917 Eh
Kohn-Sham gap (alpha / beta): 9.4 / 7.0 eV

=====

2.
Formula: C2H2ClFO2
Source: OMol25
Level of theory: the ωB97M-V functional and the def2-TZVPD basis

Bonds (Å) are listed after each position.
CARTESIAN COORDINATES (ANGSTROEM)
1 C 0.138 -0.200 0.181  C2 1.724, O3 1.306, Cl6 1.696
2 C -0.512 0.574 -1.215  C1 1.724, O4 1.204, H7 1.124
3 O -0.683 -0.648 1.092  C1 1.306, H8 0.920
4 O -1.560 1.155 -1.099  C2 1.204
5 F 1.272 -1.722 0.673  no bonds
6 Cl 1.342 0.898 0.653  C1 1.696
7 H 0.150 0.823 -2.088  C2 1.124
8 H -0.147 -0.880 1.803  O3 0.920

lowest unoccupied orbital energy (alpha / beta): -1.1 / -1.1 eV
E_HOMO (alpha / beta): -0.4172 / -0.4172 Eh
Kohn-Sham gap (alpha / beta): 10.2 / 10.2 eV

=====

Preferred: 2; penalty for the next structure: 9.9 kJ/mol.

=====

1.
Formula: H3N3
Source: OMol25
Level of theory: the ωB97M-V functional and the def2-TZVPD basis

Bonds (Å) are listed after each position.
CARTESIAN COORDINATES (ANGSTROEM)
1 N 1.826 0.352 -0.090  N2 1.134, H4 1.039
2 N 1.220 -0.314 0.600  N1 1.134
3 N -1.236 -0.121 -0.208  H5 0.991, H6 1.067
4 H 1.391 0.980 -0.794  N1 1.039
5 H -1.805 0.262 0.506  N3 0.991
6 H -1.396 -1.159 -0.015  N3 1.067

lowest unoccupied orbital energy (alpha / beta): -1.2 / -2.9 eV
E_HOMO (alpha / beta): -0.2930 / -0.2317 Eh
Kohn-Sham gap (alpha / beta): 6.8 / 3.4 eV

=====

2.
Formula: H3N3
Source: OMol25
Level of theory: the ωB97M-V functional and the def2-TZVPD basis

Bonds (Å) are listed after each position.
CARTESIAN COORDINATES (ANGSTROEM)
1 N 0.593 -0.371 0.485  N2 1.392, N3 1.414, H4 1.027
2 N 0.159 0.110 -0.747  N1 1.392, N3 1.399, H5 0.993
3 N -0.785 -0.149 0.254  N1 1.414, N2 1.399, H6 1.105
4 H 0.585 -1.392 0.362  N1 1.027
5 H 0.600 0.973 -0.966  N2 0.993
6 H -1.153 0.829 0.612  N3 1.105

SMILES string: [nH]1[nH][nH]1
lowest unoccupied orbital energy: 1.4 eV
E_HOMO: -0.3470 Eh
Kohn-Sham gap: 10.9 eV

=====

Preferred: 2; penalty for the next structure: 199.9 kJ/mol.

=====

1.
Formula: C2H9N2
Source: OMol25
Level of theory: the ωB97M-V functional and the def2-TZVPD basis

Bonds (Å) are listed after each position.
CARTESIAN COORDINATES (ANGSTROEM)
1 N -1.403 1.661 0.753  H2 1.014, H4 1.009, H5 1.021
2 H -1.720 2.208 -0.040  N1 1.014
3 H -0.355 0.929 -0.466  N8 1.077
4 H -0.826 1.964 1.524  N1 1.009
5 H -2.277 1.523 1.263  N1 1.021
6 C 1.403 -1.908 -0.160  C7 1.318, H9 1.092, H10 1.082
7 C 0.572 -0.940 0.170  C6 1.318, N8 1.483, H11 1.083
8 N 0.152 0.056 -0.845  H3 1.077, C7 1.483, H12 1.021, H13 1.026
9 H 2.226 -1.814 -0.872  C6 1.092
10 H 1.649 -2.723 0.509  C6 1.082
11 H 0.015 -0.912 1.098  C7 1.083
12 H -0.396 -0.436 -1.552  N8 1.021
13 H 0.960 0.392 -1.380  N8 1.026

lowest unoccupied orbital energy: -3.5 eV
E_HOMO: -0.5570 Eh
net charge: +1
Kohn-Sham gap: 11.6 eV

=====

2.
Formula: C2H9N2
Source: OMol25
Level of theory: the ωB97M-V functional and the def2-TZVPD basis

Bonds (Å) are listed after each position.
CARTESIAN COORDINATES (ANGSTROEM)
1 C -1.201 1.062 -0.358  N3 1.464, H4 1.086, H5 1.086, H6 1.090
2 C 0.333 0.703 1.488  N3 1.264, H7 1.085, H8 1.085
3 N -0.096 0.400 0.338  C1 1.464, C2 1.264, H10 1.082
4 H -2.047 0.381 -0.349  C1 1.086
5 H -0.866 1.357 -1.348  C1 1.086
6 H -1.472 1.980 0.164  C1 1.090
7 H 1.150 0.121 1.902  C2 1.085
8 H -0.082 1.516 2.075  C2 1.085
9 N 0.875 -1.755 -1.080  H11 1.018, H12 1.020, H13 1.018
10 H 0.395 -0.411 -0.183  N3 1.082
11 H 1.836 -1.934 -1.364  N9 1.018
12 H 0.605 -2.620 -0.612  N9 1.020
13 H 0.341 -1.770 -1.947  N9 1.018

lowest unoccupied orbital energy: -4.4 eV
E_HOMO: -0.5798 Eh
net charge: +1
Kohn-Sham gap: 11.4 eV

=====

Preferred: 2; penalty for the next structure: 104.4 kJ/mol.

=====

1.
Formula: C3H4N2OS
Source: OMol25
Level of theory: the ωB97M-V functional and the def2-TZVPD basis

Bonds (Å) are listed after each position.
CARTESIAN COORDINATES (ANGSTROEM)
1 O 2.692 0.906 -0.005  C2 1.223
2 C 2.425 -0.284 0.087  O1 1.223, N3 1.374, H8 1.108
3 N 1.156 -0.805 0.010  C2 1.374, C4 1.247
4 C 0.202 -0.013 -0.120  N3 1.247, N5 1.361, H9 1.103
5 N -1.097 -0.422 -0.098  C4 1.361, C6 1.379, H10 1.013
6 C -2.134 0.480 -0.003  N5 1.379, S7 1.615, H11 1.119
7 S -3.685 0.031 0.044  C6 1.615
8 H 3.151 -1.106 0.243  C2 1.108
9 H 0.361 1.078 -0.106  C4 1.103
10 H -1.200 -1.430 -0.130  N5 1.013
11 H -1.870 1.565 0.079  C6 1.119

SMILES string: O=C/N=C/NC=S
lowest unoccupied orbital energy: -0.8 eV
E_HOMO: -0.3437 Eh
Kohn-Sham gap: 8.6 eV

=====

2.
Formula: C3H4N2OS
Source: OMol25
Level of theory: the ωB97M-V functional and the def2-TZVPD basis

Bonds (Å) are listed after each position.
CARTESIAN COORDINATES (ANGSTROEM)
1 O -1.977 -0.570 -0.211  C2 1.347, H8 0.989
2 C -0.679 -0.359 -0.504  O1 1.347, N3 1.381, C6 1.364
3 N -0.067 -0.644 -1.709  C2 1.381, C4 1.368, H9 1.020
4 C 1.240 -0.263 -1.582  N3 1.368, N5 1.306, H10 1.090
5 N 1.491 0.231 -0.399  C4 1.306, C6 1.377
6 C 0.298 0.174 0.286  C2 1.364, N5 1.377, S7 1.761
7 S 0.176 0.756 1.943  C6 1.761, H11 1.352
8 H -2.447 -0.983 -0.978  O1 0.989
9 H -0.485 -1.043 -2.550  N3 1.020
10 H 1.947 -0.404 -2.400  C4 1.090
11 H -1.139 0.476 2.084  S7 1.352

SMILES string: Oc1[nH]cnc1S
lowest unoccupied orbital energy: 0.2 eV
E_HOMO: -0.2822 Eh
Kohn-Sham gap: 7.9 eV

=====

Preferred: 2; penalty for the next structure: 25.8 kJ/mol.

=====

1.
Formula: C3H4N2OS
Source: OMol25
Level of theory: the ωB97M-V functional and the def2-TZVPD basis

Bonds (Å) are listed after each position.
CARTESIAN COORDINATES (ANGSTROEM)
1 C 1.877 -0.426 -0.007  C2 1.486, H8 1.107, H9 1.102, H10 1.086
2 C 0.562 0.267 -0.001  C1 1.486, N3 1.284, O7 1.364
3 N 0.319 1.528 0.001  C2 1.284, N4 1.401
4 N -1.073 1.678 -0.004  N3 1.401, C5 1.286
5 C -1.540 0.480 -0.009  N4 1.286, S6 1.750, O7 1.352
6 S -3.228 0.014 -0.003  C5 1.750, H11 1.321
7 O -0.582 -0.474 -0.007  C2 1.364, C5 1.352
8 H 2.687 0.329 -0.003  C1 1.107
9 H 1.979 -1.056 0.891  C1 1.102
10 H 1.978 -1.057 -0.884  C1 1.086
11 H -2.980 -1.283 0.025  S6 1.321

SMILES string: Cc1nnc(S)o1
lowest unoccupied orbital energy: 0.6 eV
E_HOMO: -0.3420 Eh
Kohn-Sham gap: 9.9 eV

=====

2.
Formula: C3H4N2OS
Source: OMol25
Level of theory: the ωB97M-V functional and the def2-TZVPD basis

Bonds (Å) are listed after each position.
CARTESIAN COORDINATES (ANGSTROEM)
1 C -0.570 0.524 1.173  H5 1.135, N8 1.258, O10 1.379
2 C 0.822 -0.835 -0.243  C3 1.646, O10 1.516
3 C 0.401 -1.847 -1.471  C2 1.646, N9 1.147
4 H -0.762 2.013 -0.827  S11 1.397
5 H -0.368 -0.414 1.779  C1 1.135
6 H 2.101 -0.144 -0.585  no bonds
7 H 0.771 -1.460 1.201  no bonds
8 N -1.184 1.584 1.457  C1 1.258, S11 1.773
9 N 0.536 -2.340 -2.498  C3 1.147
10 O -0.312 0.165 -0.133  C1 1.379, C2 1.516
11 S -1.435 2.753 0.148  H4 1.397, N8 1.773

lowest unoccupied orbital energy: -0.7 eV
E_HOMO: -0.3418 Eh
Kohn-Sham gap: 8.6 eV

=====

3.
Formula: C3H4N2OS
Source: OMol25
Level of theory: the ωB97M-V functional and the def2-TZVPD basis

Bonds (Å) are listed after each position.
CARTESIAN COORDINATES (ANGSTROEM)
1 N 1.349 0.414 -1.424  C2 1.406, H8 1.225, H9 1.109
2 C 0.138 -0.127 -0.959  N1 1.406, C3 1.287, C6 1.487
3 C -0.969 -0.655 -1.351  C2 1.287, N4 1.328, H10 1.228
4 N -1.948 -0.470 -0.473  C3 1.328, O5 1.442, H11 1.067
5 O -1.282 -0.288 0.794  N4 1.442, C6 1.322
6 C -0.031 0.030 0.510  C2 1.487, O5 1.322, S7 1.691
7 S 1.239 0.581 1.481  C6 1.691
8 H 1.614 0.275 -2.612  N1 1.225
9 H 2.167 0.081 -0.753  N1 1.109
10 H -1.415 -1.147 -2.385  C3 1.228
11 H -2.575 -1.292 -0.213  N4 1.067

SMILES string: Nc1c[nH]oc1=S
lowest unoccupied orbital energy: 0.4 eV
E_HOMO: -0.3056 Eh
Kohn-Sham gap: 8.7 eV

=====

4.
Formula: C3H4N2OS
Source: OMol25
Level of theory: the ωB97M-V functional and the def2-TZVPD basis

Bonds (Å) are listed after each position.
CARTESIAN COORDINATES (ANGSTROEM)
1 C -0.238 -0.318 -1.677  C2 1.409, C3 1.322, H8 1.062
2 C -0.052 0.998 -1.208  C1 1.409, S7 1.640, H9 1.017
3 C -0.474 -1.380 -0.925  C1 1.322, O6 1.172
4 N -0.112 0.186 1.121  N5 1.340, S7 1.587
5 N 0.345 0.028 2.371  N4 1.340, H10 1.018, H11 1.010
6 O -0.809 -2.364 -0.383  C3 1.172
7 S 0.098 1.547 0.331  C2 1.640, N4 1.587
8 H -0.339 -0.363 -2.734  C1 1.062
9 H -0.103 1.666 -1.972  C2 1.017
10 H 0.826 0.842 2.747  N5 1.018
11 H 0.859 -0.841 2.328  N5 1.010

lowest unoccupied orbital energy (alpha / beta): 0.2 / 0.2 eV
E_HOMO (alpha / beta): -0.2456 / -0.2644 Eh
Kohn-Sham gap (alpha / beta): 6.9 / 7.4 eV

=====

Preferred: 1; penalty for the next structure: 303.7 kJ/mol.

=====

1.
Formula: C3H4N2OS
Source: OMol25
Level of theory: the ωB97M-V functional and the def2-TZVPD basis

Bonds (Å) are listed after each position.
CARTESIAN COORDINATES (ANGSTROEM)
1 O 2.605 -0.871 0.027  C2 1.387, H8 0.992
2 C 1.440 -0.135 -0.127  O1 1.387, N3 1.291, N7 1.284
3 N 0.385 -0.875 -0.046  C2 1.291, C4 1.432
4 C -0.689 0.069 0.045  N3 1.432, S5 1.743, C6 1.458
5 S -2.398 -0.263 -0.051  C4 1.743, H9 1.519
6 C -0.123 1.412 0.043  C4 1.458, N7 1.474, H10 1.197
7 N 1.324 1.142 -0.052  C2 1.284, C6 1.474, H11 0.997
8 H 2.165 -1.744 0.190  O1 0.992
9 H -2.076 -1.484 0.793  S5 1.519
10 H -0.186 2.600 0.180  C6 1.197
11 H 1.901 1.845 0.356  N7 0.997

SMILES string: Oc1nc(S)c[nH]1
lowest unoccupied orbital energy: 0.7 eV
E_HOMO: -0.3030 Eh
Kohn-Sham gap: 8.9 eV

=====

2.
Formula: C3H4N2OS
Source: OMol25
Level of theory: the ωB97M-V functional and the def2-TZVPD basis

Bonds (Å) are listed after each position.
CARTESIAN COORDINATES (ANGSTROEM)
1 C -1.298 1.119 0.011  C3 1.431, N4 1.307, H8 1.094
2 C -2.821 -0.384 -0.138  N4 1.340, S7 1.653, H9 1.032
3 C -0.525 0.020 0.502  C1 1.431, O6 1.236, S7 1.793
4 N -2.549 0.917 -0.311  C1 1.307, C2 1.340
5 N 2.341 -0.433 -0.313  H10 0.977, H11 1.046
6 O 0.613 0.013 0.986  C3 1.236
7 S -1.657 -1.370 0.500  C2 1.653, C3 1.793
8 H -0.815 2.086 -0.156  C1 1.094
9 H -3.643 -0.726 -0.660  C2 1.032
10 H 2.866 0.381 -0.183  N5 0.977
11 H 2.764 -1.161 0.308  N5 1.046

lowest unoccupied orbital energy (alpha / beta): 0.0 / -1.7 eV
E_HOMO (alpha / beta): -0.3215 / -0.3635 Eh
Kohn-Sham gap (alpha / beta): 8.7 / 8.2 eV

=====

3.
Formula: C3H4N2OS
Source: OMol25
Level of theory: the ωB97M-V functional and the def2-TZVPD basis

Bonds (Å) are listed after each position.
CARTESIAN COORDINATES (ANGSTROEM)
1 C -0.305 1.359 0.358  C2 1.334, C3 1.539, H8 1.110
2 C -0.948 0.648 -0.569  C1 1.334, O6 1.333, H9 1.042
3 C 0.812 0.894 1.310  C1 1.539, N4 1.234, H10 1.118
4 N 1.458 -0.151 1.424  C3 1.234
5 N 0.631 -2.784 -1.046  S7 1.527, H11 0.974
6 O -0.562 -0.557 -0.988  C2 1.333, S7 1.636
7 S -0.166 -1.879 -0.110  N5 1.527, O6 1.636
8 H -0.565 2.367 0.744  C1 1.110
9 H -1.763 1.085 -1.050  C2 1.042
10 H 0.926 1.813 1.935  C3 1.118
11 H 0.480 -2.792 -2.008  N5 0.974

lowest unoccupied orbital energy (alpha / beta): -0.4 / -0.5 eV
E_HOMO (alpha / beta): -0.3491 / -0.2914 Eh
Kohn-Sham gap (alpha / beta): 9.1 / 7.4 eV

=====

Preferred: 1; penalty for the next structure: 191.3 kJ/mol.